# C11H24ClIN2O2PSTm

C11H24ClIN2O2PSTm as an isolated structure in a non-equilibrium geometry (ωB97M-V with the def2-TZVPD basis set, the Open Molecules 2025 dataset).

For the HOMO-LUMO gap (spin up / spin down), the calculation gives 0.2487 / 0.2494 hartree. The calculation puts the HOMO energy (spin up / spin down) at -0.54167 / -0.54238 hartree. The energy above the lowest of the compared OMol25 structures with the same formula, charge and spin is 18.40 kcal/mol. As for the charge: +2. The total energy comes out at -89136.44792 eV. Its spin multiplicity is 3.

Each line ends with the Mulliken charge.
Cartesian coordinates (Å):
C 1.53248 -5.60985 -2.42750  -0.56
C 2.23749 -4.45611 -2.90443  0.63
H 1.98045 -6.54842 -2.82543  0.36
H 0.46909 -5.51755 -2.75398  0.32
H 1.63135 -5.57456 -1.31859  0.30
O 2.89503 -3.62731 -3.36261  -0.06
I 2.78040 -1.71968 1.24557  -0.27
Tm 0.22571 -1.17839 0.30547  0.54
P -1.21327 0.12285 -1.78600  0.86
C -0.77583 1.62055 -2.71932  -1.20
C -1.34187 -1.10205 -3.14542  -1.18
H -3.38363 -0.37281 -0.81957  0.32
H -3.54735 0.39871 -2.42961  0.44
H -3.13280 1.38915 -0.98458  0.37
C -2.99945 0.41774 -1.47874  -1.21
H -1.56919 -2.08951 -2.72263  0.33
H -2.15239 -0.80243 -3.82152  0.38
H -1.43601 1.76539 -3.58943  0.38
H 0.26591 1.54941 -3.05466  0.38
H -0.39545 -1.15992 -3.69460  0.33
H -0.85667 2.48598 -2.05076  0.39
C 1.25776 0.81240 -0.44927  0.13
O 1.76357 1.83609 -0.59876  -0.08
Cl -1.49465 -2.90274 -0.01853  -0.47
C -0.85483 4.93763 4.14385  -1.18
C -0.68078 3.44850 4.35529  -0.20
N -0.32572 2.77612 3.05308  -0.22
C 0.11383 1.46814 3.08947  0.24
S -0.79063 0.22309 2.29605  -0.30
N 1.27577 1.20926 3.69174  0.07
C 2.26711 2.24514 4.06873  -0.60
C 2.62157 2.14887 5.54455  -1.10
H 0.08238 5.40193 3.81842  0.30
H -1.18726 5.36511 5.09016  0.39
H -1.62066 5.13575 3.38972  0.32
H 0.10618 3.21951 5.07766  0.13
H -1.62217 3.03121 4.74572  0.38
H -1.12143 2.85791 2.41036  0.37
H 1.64383 0.27567 3.55632  0.20
H 3.16412 2.09251 3.45470  0.41
H 1.84505 3.21341 3.80262  0.34
H 3.23182 1.25194 5.71597  0.37
H 3.17388 3.03846 5.86470  0.33
H 1.71680 2.05884 6.15874  0.33